92
Properties=species:S:1:pos:R:3:forces:R:3:mulliken_charge:R:1 method="wB97M-V/def2-TZVPD" multiplicity=1 gap_ev=6.82 lumo_ev=-8.88 e_homo_ev=-15.703 total_charge=+4 energy_ev=-84612.839
N 1.8910 -0.3366 -0.0175 0.6 0.3 -3.5 -0.660
S 0.4028 0.1371 -0.1785 -3.4 1.8 3.5 0.757
O -0.5092 -0.9423 -0.3378 0.2 0.0 -0.8 -0.198
O 0.1710 1.4313 -0.7483 0.6 -0.8 -1.2 -0.476
F 0.0897 0.5555 1.3530 0.8 -0.7 0.1 -0.278
S 2.3242 -0.3559 -1.6700 2.7 -1.5 0.2 0.819
O 3.2539 0.6562 -2.0266 -0.5 0.5 0.5 -0.588
O 1.3645 -0.8005 -2.6234 -0.8 0.4 0.6 -0.403
F 3.2621 -1.6453 -1.5648 0.0 0.1 0.5 -0.301
C -0.5390 -3.3615 2.3892 -0.2 -0.2 0.6 0.265
C 0.4268 -4.2319 3.1377 -0.5 0.1 -0.8 0.072
O 1.3721 -3.8918 3.7525 0.2 -0.1 0.2 -0.468
N 0.2035 -5.7607 3.0387 0.5 0.4 0.4 -0.074
H -0.4786 -5.9834 2.3139 0.2 -0.1 -0.1 0.383
H 1.1400 -6.1035 2.7995 -0.3 -0.4 -0.1 0.428
C -0.2358 -6.3462 4.3494 -0.4 -0.7 0.4 -0.857
H -0.0666 -2.9505 1.4943 0.1 0.1 0.1 -0.309
H -0.7657 -2.5840 3.1195 0.0 0.3 -0.4 -0.202
H -1.4876 -3.8097 2.0935 0.1 -0.2 0.1 0.630
H -0.2504 -7.4342 4.2975 0.0 0.0 -0.4 0.382
H -1.2530 -6.0131 4.5399 0.1 0.2 0.1 0.366
H 0.4462 -6.0935 5.1556 0.1 0.4 -0.2 0.348
C 2.1196 -0.5898 3.4837 -0.1 0.3 -0.1 -0.069
C 3.5902 -0.6722 3.2235 -0.6 0.9 -0.1 0.101
O 4.4803 -0.4338 3.9530 0.3 -0.3 0.1 -0.407
N 3.9406 -0.9359 1.7668 0.2 -0.8 -0.8 0.398
H 3.1829 -0.7563 1.0459 0.2 0.5 0.9 0.434
H 4.7692 -0.3822 1.5323 0.0 0.0 0.1 0.445
C 4.2566 -2.3938 1.6067 0.7 -0.3 0.4 -0.632
H 1.8936 0.4798 3.5666 0.1 0.0 0.0 0.372
H 1.8425 -1.0266 4.4392 0.2 -0.2 0.0 0.496
H 1.5162 -0.9434 2.6515 0.0 -0.3 0.1 -0.479
H 4.4564 -2.6265 0.5656 -0.3 0.1 -0.1 0.298
H 3.4357 -2.9673 2.0300 -0.1 0.0 -0.2 0.151
H 5.1562 -2.6484 2.1657 0.0 0.2 0.1 0.420
C 1.8928 -4.4525 -2.6164 -0.9 -0.8 -0.7 -1.046
C 0.7376 -3.8714 -1.8569 1.5 -0.5 -0.8 0.304
O 0.8361 -3.4294 -0.7666 -1.0 0.2 0.5 -0.315
N -0.6091 -3.9879 -2.5389 -1.4 -0.5 1.2 -0.056
H -0.7663 -4.9172 -2.9477 0.6 0.2 -0.6 0.472
H -1.3055 -4.0337 -1.7771 0.0 0.6 0.0 0.372
C -1.0086 -2.8381 -3.4491 0.6 -0.4 -0.1 -0.714
H 2.6300 -3.7128 -2.9108 0.1 0.1 0.3 0.251
H 1.5539 -4.9872 -3.5065 0.1 0.2 -0.1 0.415
H 2.3087 -5.2330 -1.9773 0.4 0.3 0.1 0.338
H -1.1443 -2.0008 -2.7743 -0.2 0.2 -0.3 0.234
H -1.8948 -3.1345 -3.9997 -0.2 0.1 0.3 0.421
H -0.2039 -2.6971 -4.1659 0.1 0.2 0.1 0.325
C 0.3431 3.3125 -6.2734 0.6 0.1 0.4 -1.114
C 1.2890 2.9282 -5.1734 0.2 -0.4 -1.5 0.660
O 1.4500 1.8795 -4.6738 -0.1 -0.1 0.6 -0.364
N 2.3334 4.0198 -4.8166 -0.3 -0.2 0.9 -0.195
H 3.1921 3.8357 -5.3446 -0.1 0.1 -0.2 0.370
H 1.9677 4.9407 -5.0609 0.2 0.0 -0.2 0.378
C 2.6474 3.9910 -3.3366 0.9 0.7 -0.7 -0.736
H 0.0546 2.3998 -6.7845 -0.4 0.0 0.2 0.332
H 0.8474 3.9491 -7.0032 -0.1 0.2 0.1 0.403
H -0.4947 3.8451 -5.8185 -0.2 -0.1 -0.3 0.332
H 3.5266 4.6247 -3.2181 -0.2 0.2 0.2 0.397
H 2.9507 2.9949 -3.0333 -0.5 -0.2 0.0 0.331
H 1.7887 4.4248 -2.8406 0.0 -0.3 0.3 0.226
C -1.8367 4.6403 -0.2784 0.1 1.3 0.3 -0.591
C -1.6654 5.6851 -1.3408 -0.4 -1.0 -0.4 0.347
O -1.5531 5.5168 -2.5043 0.4 0.2 -0.2 -0.451
N -1.8215 7.1576 -0.9088 -0.1 -0.8 -0.4 -0.132
H -2.2868 7.5490 -1.7351 0.0 0.4 0.3 0.419
H -2.4363 7.1834 -0.0916 -0.1 0.4 -0.2 0.387
C -0.5340 7.8644 -0.6029 0.1 -0.2 1.3 -0.738
H -1.2007 3.7718 -0.4229 0.1 0.0 -0.1 0.127
H -2.8851 4.3333 -0.3118 0.0 0.0 0.1 0.294
H -1.6369 5.1604 0.6618 -0.1 -0.6 0.3 0.336
H 0.3211 7.4293 -1.1078 -0.3 0.2 -0.7 0.280
H -0.3340 7.6858 0.4549 -0.1 0.2 0.0 0.339
H -0.6838 8.9278 -0.7467 0.2 0.0 -0.3 0.377
C -4.9060 1.6072 2.2570 0.1 -0.5 0.3 -1.258
C -3.4743 1.4139 2.6304 -0.6 -0.2 -1.1 0.633
O -2.5602 2.1229 2.3972 0.5 0.1 0.2 -0.412
N -3.2254 0.1148 3.3607 -0.8 0.1 2.3 0.177
H -4.0067 0.0992 4.0325 -0.1 -0.2 -0.2 0.464
H -3.3518 -0.7912 2.8499 0.1 0.4 -1.5 0.400
C -2.0182 0.1216 4.2305 0.5 -1.2 -0.5 -0.903
H -4.9528 2.4515 1.5814 -0.2 -0.1 -0.2 0.276
H -5.5436 1.8177 3.1214 0.2 0.0 0.1 0.408
H -5.2753 0.6615 1.8401 0.0 0.2 -0.4 0.383
H -1.1508 -0.0989 3.6125 0.1 0.7 -0.1 0.129
H -2.0882 -0.7513 4.8806 -0.3 0.2 0.3 0.439
H -1.9523 1.0384 4.7997 0.1 0.1 -0.1 0.394
O -2.9712 -2.0569 -1.0294 0.5 -0.5 0.6 -0.443
C -3.8375 -1.6767 -0.0057 -1.6 0.7 0.9 0.497
O -4.9975 -1.4839 -0.2866 -0.1 0.0 -0.5 -0.654
O -3.3124 -1.5244 1.1585 1.2 -0.3 0.2 -0.798
H -2.1471 -2.0593 -0.5292 0.4 0.2 -0.2 0.087

80
Properties=species:S:1:pos:R:3:forces:R:3:mulliken_charge:R:1 method="wB97M-V/def2-TZVPD" multiplicity=1 gap_ev=8.63 lumo_ev=0.34 e_homo_ev=-8.291 energy_ev=-44506.214
C -1.2288 -6.0069 3.1378 -0.8 0.7 0.0 -0.503
C -0.1772 -5.0513 2.6520 -0.1 0.8 0.1 -0.144
O 0.9699 -5.0116 3.4861 0.2 -0.3 -0.1 -0.567
O -1.7218 -5.4421 4.3668 0.5 -0.3 0.1 -0.531
H -0.8493 -7.0228 3.2552 0.0 0.0 0.1 0.326
H -2.0630 -5.9795 2.4270 0.2 -0.3 -0.2 0.312
H -0.6133 -4.0430 2.6313 -0.2 -0.1 0.0 0.116
H 0.1179 -5.2519 1.6222 0.2 -0.3 0.1 0.342
H 0.6494 -4.9029 4.3884 0.0 0.0 0.0 0.349
H -2.2948 -6.0705 4.8127 0.0 -0.1 -0.1 0.294
C -2.9996 -1.0581 -3.4422 0.0 -0.1 -0.4 -0.250
C -4.2952 -0.5945 -2.7769 -0.2 0.5 0.1 -0.355
O -4.7215 -1.4387 -1.7402 -0.1 -0.1 -0.1 -0.526
O -2.2758 -1.8993 -2.5487 0.2 0.3 0.0 -0.505
H -2.4075 -0.1829 -3.7252 0.0 0.0 0.1 0.286
H -3.1926 -1.6023 -4.3731 -0.1 -0.1 0.2 0.236
H -5.0961 -0.5424 -3.5158 0.0 -0.1 0.0 0.344
H -4.1676 0.4342 -2.4050 0.1 -0.1 0.1 0.218
H -3.9453 -1.6417 -1.1996 0.0 0.1 0.1 0.311
H -1.3653 -1.5958 -2.5377 0.1 -0.2 0.1 0.247
C -7.1004 -0.4555 2.3070 -0.6 -0.5 -0.4 -0.636
C -5.6079 -0.4567 2.0737 -0.4 0.4 -0.3 -0.056
O -5.1193 -1.7756 1.9813 0.0 0.2 0.1 -0.494
O -7.4258 -0.5465 3.6889 0.0 0.2 0.1 -0.520
H -7.5524 -1.2947 1.7655 0.3 -0.1 0.0 0.321
H -7.5798 0.4203 1.8521 0.2 0.3 0.4 0.275
H -5.1463 0.1188 2.8872 0.1 -0.1 0.0 0.246
H -5.4269 0.0903 1.1384 0.1 -0.1 0.0 0.216
H -4.3484 -1.7367 1.3953 0.1 -0.3 0.2 0.478
H -7.9037 -1.3616 3.8526 0.1 0.0 0.0 0.311
C -1.7281 -0.8852 1.0309 0.2 -0.6 0.7 -0.573
C -0.4151 -1.1609 0.3355 -0.2 -0.4 -1.2 0.116
O -0.3103 -2.5744 0.1400 0.1 0.0 0.8 -0.611
O -2.7611 -1.7360 0.5538 0.0 0.3 -0.6 -0.443
H -2.0213 0.1589 0.9399 -0.1 0.0 0.0 0.361
H -1.5719 -1.1388 2.0883 -0.1 0.3 0.0 0.274
H 0.4009 -0.7312 0.9139 0.1 -0.1 0.0 0.323
H -0.3795 -0.7836 -0.6936 -0.1 0.7 0.3 -0.043
H 0.5802 -2.8429 0.3965 0.1 0.1 -0.3 0.145
H -2.3240 -2.4945 0.1390 0.0 -0.1 0.1 0.297
C 4.3378 -2.4086 1.5456 0.3 -0.5 -0.3 -0.586
C 3.3949 -3.1741 0.6449 -0.2 0.7 -0.8 -0.153
O 2.5241 -2.2510 -0.0805 0.3 -0.5 1.1 -0.452
O 5.0352 -1.4862 0.7104 -0.2 0.2 -0.1 -0.502
H 5.0365 -3.1223 1.9890 -0.1 0.0 0.2 0.441
H 3.7665 -1.8975 2.3259 0.1 0.1 0.1 0.279
H 2.7973 -3.8695 1.2342 -0.1 0.0 -0.1 0.203
H 3.9512 -3.6899 -0.1385 0.2 -0.3 0.3 0.249
H 2.9557 -1.3969 0.0353 -0.1 0.2 -0.4 0.269
H 5.9291 -1.3122 1.0146 -0.1 -0.1 0.2 0.282
C 4.2461 1.7155 -0.9385 0.0 -0.8 -0.1 -2.151
C 3.0188 2.6011 -0.8935 -0.9 0.2 -0.1 1.993
C 3.1009 3.5056 0.3442 0.3 -0.2 0.6 -1.216
C 2.1873 4.7125 0.2875 -0.2 -0.1 -0.2 -0.672
C 2.3736 5.4933 -1.0090 0.0 0.4 1.0 -1.168
C 2.1748 4.6489 -2.2604 -0.2 0.2 0.1 1.546
N 2.9939 3.4640 -2.0781 1.5 0.3 0.1 0.406
O 3.2159 2.7623 -3.2866 -0.6 -0.2 0.1 -0.490
C 0.6664 4.3791 -2.4908 0.2 0.1 0.1 -1.806
C 2.7358 5.4540 -3.4256 0.2 0.2 -0.4 -2.000
C 1.7676 1.7117 -0.7844 -0.5 -0.9 -0.3 -1.746
H 5.1783 2.2529 -0.7675 0.0 0.1 -0.1 0.491
H 4.2944 1.1688 -1.8808 0.1 0.2 -0.1 0.487
H 4.1556 0.9103 -0.2027 0.1 0.3 0.3 0.279
H 2.8306 2.9320 1.2381 0.0 -0.2 -0.2 0.357
H 4.1493 3.7617 0.5322 -0.1 0.4 -0.3 0.419
H 2.3779 5.3782 1.1302 0.0 -0.1 0.1 0.410
H 1.1603 4.3470 0.3979 -0.1 0.2 -0.1 0.301
H 3.3843 5.9137 -0.9508 0.1 -0.2 -0.4 0.401
H 1.7087 6.3633 -0.9882 -0.1 -0.1 -0.3 0.406
H 0.2295 5.1771 -3.0918 0.0 -0.1 -0.2 0.450
H 0.5533 3.4170 -2.9872 -0.2 0.1 -0.2 0.374
H 0.1046 4.3841 -1.5549 0.1 -0.3 0.0 0.311
H 2.1911 6.3974 -3.5088 0.1 0.0 0.1 0.459
H 3.7932 5.6765 -3.2642 0.0 0.0 0.1 0.423
H 2.6689 4.9658 -4.3980 -0.2 -0.2 0.1 0.398
H 1.8257 0.8020 -1.3993 0.4 0.1 0.0 0.384
H 0.8344 2.1470 -1.1460 0.2 0.5 0.3 0.287
H 1.6126 1.3680 0.2419 0.0 0.1 0.0 0.299
H 4.1565 2.8877 -3.4468 0.0 0.0 -0.1 0.348